w) Here is 2 unconnected molecules or ions with the total composition CH7NO from the OMol25 dataset. Energies are from ωB97M-V/def2-TZVPD.

Each line ends with the natural charge from an NBO analysis.
Atoms and positions in Å:
C -1.40902 -0.46218 -0.06222  -0.39
N -0.51990 0.65157 0.00099  -0.91
H -1.49076 -0.90538 1.01658  0.20
H -2.31721 0.13284 -0.46087  0.17
H -1.20129 -1.19840 -0.72090  0.19
H -0.54609 1.18055 -0.86704  0.36
H -0.30187 1.39146 0.78761  0.40
O 2.75821 0.00658 -0.12065  -0.96
H 3.19295 -0.80884 0.24117  0.47
H 1.83498 0.01179 0.18533  0.49

Properties
* gap between HOMO and LUMO: 9.8 eV
* E_HOMO: -8.85 eV
* LUMO level: 0.99 eV
* net charge: 0
* SMILES: CN.O



x) Here is 2 unconnected molecules or ions with the total composition CH7NO from the OMol25 dataset. Energies are from ωB97M-V/def2-TZVPD.

Each line ends with the natural charge from an NBO analysis.
Atoms and positions in Å:
C 0.00000 0.00000 0.00000  -0.42
N 0.33114 -0.85289 1.20058  -0.84
H 0.87972 -0.08136 -0.66036  0.19
H -0.15678 1.06332 0.24776  0.17
H -0.88491 -0.36822 -0.54586  0.19
H 0.86774 -0.35411 1.91888  0.36
H -0.56857 -1.09164 1.63208  0.35
O 0.49803 4.16840 -1.49416  -0.94
H 0.94573 3.92708 -2.33653  0.47
H -0.35742 3.68282 -1.51997  0.47

Properties
* gap between HOMO and LUMO: 10.2 eV
* E_HOMO: -9.39 eV
* LUMO level: 0.79 eV
* net charge: 0
* SMILES: CN.O



Stability verdict: x), ahead by 0.867 eV